(1)
20
Properties=species:S:1:pos:R:3 method="wB97M-V/def2-TZVPD" homo_energy_ev=-10.039 de_lowest_kj_mol=20.4 multiplicity=1 smiles="CCCC.NC=O"
C -2.392 1.578 0.978
N -2.289 0.790 -0.116
O -1.457 2.041 1.588
H -3.435 1.759 1.291
H -1.380 0.467 -0.413
H -3.092 0.381 -0.558
C 1.448 0.132 1.089
C 1.933 -0.860 0.032
C 0.896 -1.149 -1.040
C 1.446 -2.004 -2.189
H 1.228 1.100 0.635
H 2.205 0.259 1.861
H 0.529 -0.209 1.569
H 2.240 -1.791 0.517
H 2.829 -0.458 -0.450
H 0.532 -0.202 -1.457
H 0.036 -1.664 -0.604
H 2.334 -1.519 -2.599
H 0.705 -2.137 -2.975
H 1.745 -2.984 -1.813

---

(2)
69
Properties=species:S:1:pos:R:3 method="wB97M-V/def2-TZVPD" homo_energy_ev="-14.495 / -19.288" multiplicity=5 charge=+3 s_squared=6.017
Pt 0.000 0.000 0.000
P -0.333 2.195 0.018
P -0.296 -2.193 -0.210
N -2.135 0.068 -0.733
C -2.217 2.400 0.047
H -2.520 3.019 0.908
H -2.540 2.935 -0.864
C -2.885 1.020 0.122
H -2.861 0.631 1.153
H -3.947 1.084 -0.197
C -2.773 -1.260 -0.960
H -2.608 -1.524 -2.019
H -3.867 -1.186 -0.807
C -2.160 -2.335 -0.062
H -2.559 -3.334 -0.315
H -2.405 -2.131 0.994
C 0.396 -3.429 1.035
C 0.890 -2.765 2.331
H 0.060 -2.497 3.007
H 1.477 -1.857 2.113
H 1.550 -3.466 2.874
C 0.071 -2.989 -1.876
C 1.576 -2.887 -2.177
H 1.735 -2.525 -3.209
H 2.068 -3.873 -2.092
H 2.068 -2.188 -1.481
C 0.152 3.278 -1.447
C 1.609 3.743 -1.300
H 2.058 4.032 -2.269
H 2.215 2.931 -0.859
H 1.663 4.626 -0.639
C 0.155 3.174 1.552
C 1.648 3.037 1.892
H 1.813 3.304 2.952
H 2.276 3.700 1.274
H 1.994 2.003 1.739
C -0.297 -0.081 1.750
O -0.517 -0.081 2.914
C -0.464 -4.414 -2.068
H -0.800 -4.854 -1.111
H -1.310 -4.455 -2.775
H 0.334 -5.069 -2.465
C -0.792 4.487 -1.538
H -0.221 5.410 -1.740
H -1.517 4.343 -2.360
H -1.365 4.637 -0.608
C -0.310 4.638 1.540
H -0.049 5.127 2.496
H 0.182 5.209 0.733
H -1.403 4.729 1.404
C 1.521 -4.248 0.379
H 2.325 -3.612 -0.024
H 1.979 -4.931 1.114
H 1.108 -4.854 -0.449
H -0.441 -4.108 1.287
H -0.407 2.628 2.335
H -0.450 -2.305 -2.574
H 0.057 2.660 -2.360
H -1.984 0.506 -1.646
H 0.336 0.018 -1.644
C 3.202 0.135 -1.586
C 3.072 -0.383 -0.151
O 1.969 0.121 0.565
H 2.369 -0.157 -2.243
H 4.134 -0.275 -2.028
H 3.292 1.233 -1.596
H 3.173 -1.470 -0.002
H 3.988 0.010 0.348
H 2.135 -0.056 1.523

---

(3)
50
Properties=species:S:1:pos:R:3 method="wB97M-V/def2-TZVPD" homo_energy_ev="-7.929 / -7.929" multiplicity=2 s_squared=0.754
Cu -1.678 0.304 -1.065
O -1.242 -0.799 5.710
C -1.257 0.339 5.210
O -1.211 1.479 5.701
C -1.351 0.333 3.666
C -1.381 1.529 2.958
C -1.471 1.484 1.580
N -1.515 0.322 0.936
C -1.520 -0.833 1.594
C -1.437 -0.869 2.970
C -1.685 -2.017 0.696
C -1.543 -3.323 1.136
C -1.752 -4.360 0.243
C -2.104 -4.071 -1.065
C -2.213 -2.744 -1.435
N -2.005 -1.739 -0.582
C -1.576 2.662 0.665
C -1.446 3.968 1.097
C -1.586 4.994 0.175
C -1.857 4.689 -1.147
C -1.961 3.357 -1.511
N -1.823 2.368 -0.627
H -1.348 2.446 3.531
H -1.450 -1.780 3.555
H -1.272 -3.516 2.165
H -1.644 -5.387 0.569
H -2.287 -4.853 -1.789
H -2.484 -2.465 -2.446
H -1.236 4.175 2.137
H -1.483 6.024 0.492
H -1.976 5.463 -1.892
H -2.153 3.052 -2.532
Br 4.591 2.428 -0.468
C 4.661 0.554 -0.659
C 5.898 -0.014 -0.932
C 6.017 -1.387 -1.080
C 4.900 -2.199 -0.953
C 3.664 -1.634 -0.680
C 3.539 -0.257 -0.534
I 1.639 0.491 -0.122
H 6.764 0.627 -1.024
H 6.986 -1.819 -1.295
H 4.987 -3.272 -1.061
H 2.790 -2.262 -0.573
C -0.269 -0.582 -3.560
C -1.325 0.361 -3.005
O -1.913 1.128 -3.720
H -0.308 -0.594 -4.650
H -0.385 -1.588 -3.153
H 0.707 -0.218 -3.227

---

(4)
11
Properties=species:S:1:pos:R:3 method="wB97M-V/def2-TZVPD" homo_energy_ev=-8.921 de_lowest_kj_mol=144.1 multiplicity=1 smiles=Nc1ccn[nH]1
N -1.839 -0.042 0.272
C -0.456 0.081 0.043
C 0.463 -0.923 -0.151
C 1.720 -0.274 -0.006
N 1.572 1.031 0.153
N 0.237 1.230 0.156
H -1.992 -0.907 0.783
H -2.424 -0.050 -0.554
H 0.099 -1.559 -0.936
H 2.717 -0.696 0.085
H -0.136 2.162 0.079

---

(5)
90
Properties=species:S:1:pos:R:3 method="wB97M-V/def2-TZVPD" homo_energy_ev=-4.881 de_lowest_kj_mol=0.0 multiplicity=1 charge=-1
Cd -0.237 0.169 -0.583
C -2.474 1.319 -2.954
C -2.303 2.440 -1.975
C -2.993 3.662 -2.193
C -2.845 4.676 -1.303
C -2.050 4.494 -0.146
C -1.889 5.514 0.818
C -1.133 5.265 1.929
C -0.547 4.003 2.125
C -0.685 2.969 1.220
S -0.014 1.396 1.623
C -1.427 3.238 0.021
N -1.532 2.267 -0.931
H -2.381 1.674 -3.982
H -3.460 0.867 -2.830
H -1.747 0.532 -2.776
H -3.613 3.768 -3.074
H -3.338 5.630 -1.453
H -2.369 6.472 0.660
H -0.992 6.036 2.677
H 0.024 3.815 3.025
C 0.891 -0.884 6.807
C 0.521 0.045 5.654
C 0.938 1.492 5.880
C 2.455 1.610 5.928
C 3.072 0.960 4.717
C 4.317 1.349 4.268
C 4.850 0.784 3.119
F 6.075 1.201 2.713
C 4.170 -0.149 2.388
C 2.907 -0.555 2.819
C 2.152 -1.517 1.968
O 2.675 -2.010 0.978
C 0.809 -1.802 2.446
C 0.400 -1.289 3.627
N 1.105 -0.430 4.400
C 2.363 -0.016 3.990
C -0.228 -2.535 1.627
O -1.029 -3.283 2.216
O -0.243 -2.242 0.396
H 0.460 -0.523 7.743
H 1.974 -0.951 6.925
H 0.514 -1.889 6.616
H -0.560 0.018 5.511
H 0.488 1.860 6.804
H 0.549 2.090 5.051
H 2.841 1.150 6.843
H 2.752 2.660 5.962
H 4.877 2.114 4.793
H 4.568 -0.571 1.475
H -0.585 -1.545 3.999
C -0.201 -0.543 -5.072
Ge 1.161 0.249 -3.888
C 0.969 2.205 -3.834
C 2.881 -0.069 -4.807
C 1.085 -0.570 -2.149
H -0.391 0.081 -5.948
H -1.148 -0.715 -4.558
H 0.176 -1.506 -5.426
H 0.923 2.627 -4.840
H 1.836 2.631 -3.325
H 0.079 2.510 -3.284
H 2.895 0.388 -5.799
H 3.062 -1.141 -4.918
H 3.702 0.350 -4.223
H 2.069 -0.545 -1.673
H 0.832 -1.624 -2.271
C 0.380 -4.482 -4.527
N -0.970 -4.224 -4.081
C -2.008 -3.768 -4.983
C -2.982 -3.079 -4.016
O -4.048 -2.617 -4.360
N -2.436 -3.082 -2.757
C -1.256 -3.686 -2.853
N -0.400 -3.803 -1.835
H 0.340 -4.889 -5.536
H 0.861 -5.230 -3.895
H 1.000 -3.578 -4.540
H -2.501 -4.587 -5.509
H -1.633 -3.042 -5.709
H -0.439 -3.137 -1.038
H 0.523 -4.148 -2.035
N -2.770 -0.856 1.759
C -2.861 -1.183 0.432
N -3.299 -2.438 0.144
O -2.618 -0.346 -0.451
H -2.592 -1.641 2.372
H -2.172 -0.052 1.922
H -2.958 -3.141 0.790
H -3.161 -2.666 -0.840

---

(6)
28
Properties=species:S:1:pos:R:3 method="wB97M-V/def2-TZVPD" homo_energy_ev=-10.378 de_lowest_kj_mol=29.9 multiplicity=1 smiles=ClC(Cl)(Cl)Cl.ClC(Cl)(Cl)Cl.ClCCCl.OCCO
C 12.505 -9.906 -28.538
Cl 13.199 -8.802 -27.377
Cl 10.725 -9.600 -28.731
Cl 13.268 -9.552 -30.074
Cl 12.695 -11.478 -28.009
C 7.843 -16.268 -24.183
Cl 8.177 -18.030 -24.437
Cl 9.073 -15.446 -23.132
Cl 7.620 -15.497 -25.742
Cl 6.357 -16.154 -23.231
C 10.381 -11.289 -25.045
C 10.362 -9.774 -24.975
O 9.114 -9.304 -25.579
O 9.286 -11.786 -24.355
H 11.277 -11.791 -24.681
H 10.173 -11.608 -26.067
H 11.286 -9.423 -25.435
H 10.288 -9.381 -23.961
H 8.491 -9.994 -25.338
H 9.352 -12.742 -24.294
Cl 11.053 -5.747 -28.369
C 9.415 -6.401 -28.007
C 8.474 -5.239 -27.729
Cl 8.859 -4.499 -26.185
H 9.293 -7.074 -27.158
H 8.988 -6.911 -28.871
H 7.462 -5.640 -27.672
H 8.294 -4.502 -28.512

---

Number 1: calculated total energy -328.31108 a.u.. Number 2: calculated total energy -1756.21724 a.u.. Number 3: calculated total energy -5826.94911 a.u.. Number 4: calculated total energy -281.53516 a.u.. Number 5: calculated total energy -4784.60291 a.u.. Number 6: calculated total energy -4986.94397 a.u..